No. 1
A molecular structure, C27H26Cl5FeNO4P. Source: the Open Molecules 2025 dataset; level of theory: wB97M-V/def2-TZVPD.

Computed properties:
F_max: 0.193 eV Å⁻¹
M: 692.59 Da
orbital gap (alpha / beta): 0.287 / 0.308 Eh
E_HOMO (alpha / beta): -9.0 / -9.0 eV

```
! RIJCOSX wB97M-V def2-TZVPD def2/J DEFGRID3
* xyz 0 2
Fe 0.29968 0.36083 0.08000
O -0.42258 2.94897 -2.75537
C 0.07871 2.21709 -1.94215
O -0.43262 1.86942 -0.77830
C 1.46954 1.63542 -2.10809
C 2.46847 1.99669 -2.98945
C 3.75391 1.51922 -2.74078
C 4.02411 0.76519 -1.60289
C 2.96190 0.43967 -0.78082
N 1.73847 0.82005 -1.10181
C 2.97269 -0.18499 0.59920
O 3.98147 -0.57805 1.12424
O 1.76824 -0.17374 1.13833
H 2.24512 2.66176 -3.81140
H 4.56132 1.78426 -3.41055
H 5.02408 0.45478 -1.33563
Cl -2.65196 0.42293 -1.55991
C -1.53826 -0.84668 -1.93602
C -0.32349 -1.00116 -1.24738
C 0.38880 -2.16634 -1.54358
Cl 1.81396 -2.59854 -0.65585
C -0.02914 -3.09229 -2.50393
Cl 0.88840 -4.51218 -2.82607
C -1.20684 -2.87422 -3.20542
Cl -1.73004 -3.99527 -4.39734
C -1.97025 -1.75166 -2.90887
Cl -3.46269 -1.51912 -3.73133
C -0.09340 -2.46089 2.53948
C -0.58764 -1.18135 3.23248
C 0.59630 -0.56804 3.98926
C -1.67901 -1.57951 4.23260
P -1.25552 -0.02427 1.89711
C -2.83525 -0.84272 1.48157
C -4.07143 -0.47653 2.00993
C -5.22475 -1.16384 1.66260
C -5.16356 -2.23804 0.78784
C -3.93893 -2.62436 0.26538
C -2.78894 -1.93169 0.60968
C -1.59030 1.68001 2.60919
C -2.11820 1.72988 4.04702
C -0.24558 2.43051 2.56626
C -2.56834 2.42273 1.68724
H 0.31905 -3.12202 3.30632
H 0.69338 -2.25421 1.81709
H -0.90366 -3.00225 2.05251
H 0.99156 -1.33308 4.66221
H 0.30610 0.28192 4.60483
H 1.39957 -0.27375 3.31600
H -1.22848 -2.24056 4.97754
H -2.49084 -2.12490 3.75252
H -2.10252 -0.72698 4.76160
H -4.15397 0.35222 2.69662
H -6.17511 -0.85487 2.07822
H -6.06584 -2.76873 0.51352
H -3.87529 -3.45907 -0.42108
H -1.84702 -2.23208 0.17290
H -1.40154 1.34457 4.76955
H -3.05728 1.19583 4.18331
H -2.30099 2.77856 4.29651
H 0.54548 1.91722 3.10987
H -0.38359 3.41332 3.02405
H 0.08168 2.60370 1.54014
H -3.58684 2.04739 1.77166
H -2.26143 2.37745 0.64519
H -2.57610 3.47487 1.98490
*
```

Mulliken population analysis, charges in e, atoms 1 to 5: -0.36 -0.69 0.14 -0.64 0.64

***

No. 2
A molecular structure, C9H11BiNO4S. Source: the Open Molecules 2025 dataset; level of theory: wB97M-V/def2-TZVPD.

Computed properties:
F_max: 0.195 eV Å⁻¹
M: 438.24 Da
orbital gap (alpha / beta): 0.268 / 0.288 Eh
E_HOMO (alpha / beta): -7.2 / -8.8 eV

```
! RIJCOSX wB97M-V def2-TZVPD def2/J DEFGRID3
* xyz 0 2
Bi -0.50364 0.30521 0.26753
C 1.38205 3.61750 -1.09376
C 0.39542 2.84343 -1.95170
C 0.07010 3.57603 -3.24170
O -0.80597 2.71561 -1.16079
C 1.01198 1.46371 -2.26629
O 1.96399 1.42192 -3.01459
O 0.47624 0.41425 -1.70144
H 0.99570 4.61517 -0.88278
H 2.33252 3.69546 -1.61748
H 1.55549 3.10752 -0.14381
H -0.33768 4.56027 -3.00904
H -0.66508 3.01902 -3.82883
H 0.96610 3.68245 -3.84901
H -1.49776 2.38002 -1.74542
O -0.88899 -0.92591 2.29799
N -0.37731 -2.13230 2.46045
C -0.35798 -2.62590 3.72135
C 0.13212 -3.87218 3.98740
C 0.62655 -4.63497 2.92584
C 0.61212 -4.11587 1.65809
C 0.10377 -2.83151 1.40062
S 0.09419 -2.17246 -0.18946
H -0.76313 -1.94552 4.45333
H 0.13080 -4.23458 5.00419
H 1.02319 -5.62525 3.10288
H 0.99910 -4.67572 0.81913
*
```

Mulliken population analysis, charges in e, atoms 1 to 5: 0.92 -1.58 1.40 -1.64 -0.65

***

No. 3
2 unconnected molecules or ions with the total composition CH7NO3Si in a non-equilibrium geometry. Source: the Open Molecules 2025 dataset; level of theory: wB97M-V/def2-TZVPD.

Computed properties:
F_max: 3.818 eV Å⁻¹
M: 109.16 Da
energy relative to the best compared isomer or geometry (same formula, charge and spin): 1.971 eV
orbital gap: 0.367 Eh
E_HOMO: -10.1 eV

```
! RIJCOSX wB97M-V def2-TZVPD def2/J DEFGRID3
* xyz 0 1
N -2.36327 -0.72139 0.97070
Si -2.54292 0.17771 -0.37739
H -3.05924 -0.84536 1.72285
H -3.75085 0.95975 -0.93840
H -1.45501 0.23717 -1.36840
O 1.82037 -0.80437 0.86451
C 1.32652 0.16315 -0.09502
O 1.44794 -0.32648 -1.32704
O 2.03771 1.39617 0.19486
H 0.98383 -1.11233 1.38571
H 0.26768 0.21387 0.04496
H 2.40960 -0.45981 -1.64905
H 2.87762 1.12193 0.57171
*
```

Mulliken population analysis, charges in e, atoms 1 to 5: -0.50 0.41 0.24 -0.07 -0.05

***

No. 4
A molecular structure, C11H13N2O6Pt in a non-equilibrium geometry. Source: the Open Molecules 2025 dataset; level of theory: wB97M-V/def2-TZVPD.

Computed properties:
F_max: 6.071 eV Å⁻¹
M: 464.31 Da
energy relative to the best compared isomer or geometry (same formula, charge and spin): 0.000 eV
orbital gap (alpha / beta): 0.236 / 0.195 Eh
E_HOMO (alpha / beta): -9.9 / -12.1 eV

```
! RIJCOSX wB97M-V def2-TZVPD def2/J DEFGRID3
* xyz 1 3
O -6.84440 -1.48325 -3.57527
C -5.76031 -1.57599 -3.22377
Pt -1.66116 -0.81990 -2.38954
C -0.13262 -1.82175 -1.60582
O 0.83453 -2.32392 -1.22570
C -0.94595 0.91843 -2.92884
O -0.56242 1.96147 -3.23273
C -2.41952 -0.14235 -0.60081
O -3.25217 0.23680 0.10277
C -1.41619 -1.73989 -4.12982
O -1.22511 -2.20790 -5.16665
H -3.10706 -0.29449 -2.95818
C 1.47274 2.46380 -0.24000
N 1.46201 1.43840 0.77995
C 2.71000 1.14610 1.45498
C 2.39346 0.62877 2.83581
C 1.53717 -0.60492 2.72842
N 0.50902 -0.46369 1.71900
C -0.51513 -1.48249 1.73305
C 0.41605 0.56771 0.82726
O -0.58274 0.71630 0.05146
H 0.45999 2.84850 -0.39810
H 1.85727 2.07524 -1.19912
H 2.13213 3.27701 0.10108
H 3.28455 0.38448 0.89679
H 3.29020 2.07212 1.48324
H 1.86796 1.39608 3.41344
H 3.31778 0.38251 3.35820
H 1.04517 -0.83599 3.68280
H 2.17119 -1.47030 2.47255
H -0.05911 -2.47761 1.63213
H -1.06248 -1.45738 2.68614
H -1.21483 -1.31192 0.91527
*
```

Mulliken population analysis, charges in e, atoms 1 to 5: -0.17 0.19 0.86 0.06 -0.28

***

No. 5
C18H23N3O3 in the gas phase in a non-equilibrium geometry. Source: the Open Molecules 2025 dataset; level of theory: wB97M-V/def2-TZVPD.

Computed properties:
F_max: 12.580 eV Å⁻¹
M: 329.40 Da
energy relative to the best compared isomer or geometry (same formula, charge and spin): 22.857 eV
orbital gap: 0.303 Eh
E_HOMO: -8.9 eV

```
! RIJCOSX wB97M-V def2-TZVPD def2/J DEFGRID3
* xyz 0 1
C 1.80787 1.73663 3.01019
C 2.29800 1.38839 1.44906
C 0.98299 0.78699 0.60743
C 0.21139 -0.27038 1.62966
C 1.37232 0.14991 -0.84994
C 2.60747 1.12032 -1.43355
N 3.57009 1.90047 -1.84349
C 0.19524 0.22472 -1.98897
C -1.30341 0.57502 -1.44111
C -2.45175 -0.46971 -0.92912
C -3.90828 0.12090 -0.35747
C -4.28171 1.71618 -0.29407
C -5.67539 2.37261 0.27563
C -3.14401 2.78147 -0.86125
C -1.70971 2.19658 -1.39858
C 2.00530 -1.35880 -0.81998
C 2.80458 -1.54002 -2.27910
N 3.54641 -1.54821 -3.36617
C 0.92918 -2.58658 -0.74502
C 1.23769 -3.66643 0.49480
O 0.34641 -4.85604 0.28605
O 3.02218 -1.60111 0.21280
N 4.24362 -1.82501 -0.31466
O 5.02647 -1.52691 0.59258
H 1.94044 0.83466 3.74321
H 2.45370 2.67364 3.35167
H 0.68957 2.14020 2.96064
H 3.16614 0.61648 1.56327
H 2.65170 2.44409 1.01730
H 0.25140 1.72933 0.54475
H -0.52042 -1.01363 1.04977
H 0.98621 -0.99060 2.18315
H -0.49894 0.29036 2.40844
H 0.09907 -0.74604 -2.66042
H 0.47567 1.09464 -2.75779
H -2.25604 -1.62189 -0.96219
H -4.71269 -0.64477 0.04223
H -5.47885 2.84136 1.35536
H -5.90812 3.30680 -0.42969
H -6.58666 1.63698 0.31476
H -3.37221 3.93111 -0.87345
H -0.90816 2.97758 -1.79824
H 1.04070 -3.24426 -1.73526
H -0.19618 -2.27314 -0.69796
H 2.34176 -4.11126 0.40772
H 1.06127 -3.17239 1.55553
H -0.45226 -4.52025 -0.21847
*
```

Mulliken population analysis, charges in e, atoms 1 to 5: -0.95 -0.21 -0.36 -0.82 1.39

***

No. 6
C7H12N4O4 in the gas phase in a non-equilibrium geometry. Source: the Open Molecules 2025 dataset; level of theory: wB97M-V/def2-TZVPD.

Computed properties:
F_max: 5.639 eV Å⁻¹
M: 216.20 Da
energy relative to the best compared isomer or geometry (same formula, charge and spin): 0.703 eV
orbital gap (alpha / beta): 0.281 / 0.284 Eh
E_HOMO (alpha / beta): -7.0 / -9.7 eV

```
! RIJCOSX wB97M-V def2-TZVPD def2/J DEFGRID3
* xyz 0 3
C 0.67186 -0.75783 2.33718
C -2.75685 -0.86004 -0.28623
C 1.07959 -1.91817 0.40835
C 0.70624 0.38946 0.16407
C 2.91164 -0.46789 -0.45534
C -0.66778 0.39365 -0.47121
C -1.94236 0.35356 0.39606
N 1.00816 -1.77466 1.77457
N 1.49786 -0.62069 -0.26494
N 1.07107 1.64377 0.81849
N -2.76897 1.52443 0.24472
O -4.02797 -0.48488 -0.36830
O -2.31466 -1.85742 -0.69075
O 2.24683 1.84645 1.21651
O 0.13272 2.40423 0.87254
H 0.80510 -0.46605 3.32084
H 1.77440 -2.65470 0.02336
H 0.03896 -2.24759 -0.00617
H 3.07516 0.47614 -0.88689
H 3.51036 -0.46045 0.56651
H 3.27272 -1.24506 -1.06589
H -0.72077 -0.51423 -1.19112
H -0.87182 1.36370 -1.03768
H -1.77461 0.13452 1.52399
H -4.09100 0.54935 -0.06741
H -2.28188 2.30610 -0.18173
H -3.09058 1.90460 1.12682
*
```

Mulliken population analysis, charges in e, atoms 1 to 5: -0.16 0.29 -0.37 -0.44 -0.91

***

| no. | total energy (eV) |
| --- | --- |
| 1 | -144390.8697 |
| 2 | -35865.7661 |
| 3 | -16658.6341 |
| 4 | -30119.6373 |
| 5 | -29632.1670 |
| 6 | -21595.8284 |